This record from the OMol25 dataset describes a 6-piece molecular cluster, C42H52F40N2O12P overall at a distorted geometry. The level of theory is wB97M-V/def2-TZVPD.

Structure (XYZ):
```
149
Properties=species:S:1:pos:R:3:lowdin_charge:R:1
C -3.403 -3.658 -3.542 0.094
C -2.943 -3.332 -2.374 -0.104
N -1.621 -2.591 -2.224 -0.128
C -1.310 -2.674 -0.764 -0.057
C 0.015 -2.061 -0.332 -0.163
O 1.075 -2.999 -0.338 -0.020
C 2.235 -2.441 0.175 -0.491
O 2.309 -2.252 1.312 0.198
C 3.423 -2.112 -0.704 -0.131
C 3.787 -0.616 -0.687 -0.063
C -1.971 -1.180 -2.681 -0.115
C -3.280 -0.620 -2.085 -0.136
P -3.300 1.204 -2.479 0.517
O -4.408 1.469 -3.377 -0.238
O -3.541 2.112 -1.158 -0.177
C -2.792 1.738 0.019 -0.245
C -1.272 1.532 -0.187 -0.039
O -1.940 1.592 -3.281 -0.237
C -1.803 3.034 -3.429 -0.252
C -0.339 3.281 -3.859 -0.054
N -0.718 -3.234 -3.116 0.081
C -0.160 -4.485 -2.693 -0.445
C 1.330 -4.733 -2.982 0.043
O -0.760 -5.342 -2.190 0.178
C 0.276 -2.379 -3.780 -0.454
C 0.294 -2.462 -5.306 0.042
O 0.995 -1.635 -3.253 0.190
H -4.476 -3.693 -3.700 0.101
H -2.752 -3.902 -4.375 0.092
H -3.504 -3.553 -1.474 0.144
H -1.348 -3.695 -0.372 0.146
H -2.071 -2.158 -0.174 0.136
H 0.264 -1.127 -0.853 0.115
H -0.125 -1.754 0.718 0.138
H 3.309 -2.475 -1.732 0.095
H 4.277 -2.657 -0.288 0.126
H 4.132 -0.386 0.312 0.044
H 2.943 0.031 -0.941 0.080
H 4.632 -0.428 -1.353 0.090
H -2.118 -1.157 -3.762 0.150
H -1.160 -0.523 -2.359 0.104
H -4.183 -0.970 -2.580 0.102
H -3.375 -0.669 -0.997 0.084
H -2.902 2.565 0.723 0.113
H -3.227 0.862 0.521 0.108
H -0.780 1.897 0.724 0.089
H -1.067 0.457 -0.228 0.046
H -0.844 2.103 -1.010 0.070
H -1.955 3.565 -2.488 0.113
H -2.465 3.358 -4.232 0.126
H -0.173 4.312 -4.166 0.085
H 0.300 2.966 -3.028 0.068
H -0.142 2.574 -4.673 0.078
H 1.975 -4.022 -2.465 0.064
H 1.585 -5.722 -2.599 0.104
H 1.532 -4.782 -4.057 0.092
H 0.770 -3.375 -5.672 0.092
H -0.725 -2.387 -5.705 0.095
H 0.841 -1.611 -5.704 0.067
C 7.883 2.189 3.719 -0.040
C 9.127 1.314 3.944 -0.444
C 9.894 0.896 2.691 -0.297
F 9.129 0.144 1.866 0.086
F 10.962 0.143 3.042 0.102
F 8.782 0.231 4.675 0.134
F 9.983 2.040 4.713 0.113
O 6.628 1.521 3.712 0.051
C 6.195 0.952 2.535 -0.535
C 6.052 -0.564 2.661 -0.266
F 7.224 -1.138 2.981 0.110
F 5.651 -1.091 1.472 0.071
F 6.991 1.305 1.509 0.141
F 4.973 1.477 2.275 0.141
H 7.826 2.852 4.581 0.151
H 7.996 2.852 2.861 0.147
H 10.258 1.770 2.143 0.175
H 5.320 -0.824 3.428 0.180
C -0.854 -5.223 3.536 -0.046
C -0.434 -6.255 4.595 -0.444
C -0.068 -7.644 4.074 -0.300
F -1.114 -8.236 3.458 0.092
F 0.288 -8.436 5.111 0.105
F -1.396 -6.337 5.538 0.139
F 0.671 -5.753 5.213 0.111
O -2.251 -5.035 3.348 0.041
C -2.918 -5.888 2.490 -0.530
C -3.981 -6.717 3.210 -0.282
F -3.424 -7.467 4.178 0.109
F -4.580 -7.554 2.333 0.105
F -2.041 -6.651 1.814 0.140
F -3.532 -5.100 1.568 0.122
H -0.504 -4.260 3.906 0.146
H -0.332 -5.368 2.589 0.141
H 0.775 -7.593 3.378 0.175
H -4.737 -6.069 3.661 0.179
C -2.358 0.083 4.449 -0.048
C -2.151 1.601 4.312 -0.434
C -2.410 2.436 5.565 -0.286
F -3.688 2.339 5.978 0.102
F -2.177 3.743 5.287 0.090
F -2.891 2.060 3.275 0.120
F -0.846 1.788 3.963 0.105
O -3.599 -0.435 3.998 0.034
C -4.677 -0.416 4.873 -0.532
C -5.815 0.464 4.356 -0.284
F -5.398 1.736 4.187 0.098
F -6.825 0.480 5.249 0.113
F -4.277 -0.061 6.105 0.150
F -5.122 -1.687 4.961 0.150
H -1.623 -0.375 3.787 0.142
H -2.104 -0.278 5.446 0.150
H -1.749 2.138 6.384 0.180
H -6.189 0.090 3.399 0.176
C 4.986 -0.595 -8.737 -0.037
C 5.195 0.922 -8.879 -0.445
C 5.059 1.743 -7.597 -0.297
F 3.816 1.646 -7.071 0.083
F 5.277 3.050 -7.869 0.104
F 4.371 1.396 -9.838 0.137
F 6.463 1.103 -9.337 0.116
O 3.699 -1.094 -9.079 0.055
C 2.711 -1.070 -8.124 -0.536
C 1.547 -0.172 -8.539 -0.270
F 1.956 1.093 -8.731 0.111
F 0.603 -0.149 -7.558 0.079
F 3.211 -0.730 -6.919 0.132
F 2.251 -2.341 -8.006 0.135
H 5.651 -1.056 -9.466 0.152
H 5.324 -0.968 -7.771 0.146
H 5.790 1.425 -6.848 0.175
H 1.088 -0.530 -9.464 0.181
C -5.540 7.312 2.834 -0.046
C -6.141 8.408 3.729 -0.443
C -5.446 9.768 3.691 -0.299
F -4.168 9.687 4.117 0.091
F -6.089 10.630 4.514 0.100
F -6.224 7.951 4.997 0.135
F -7.422 8.601 3.306 0.108
O -4.665 6.387 3.462 0.046
C -3.333 6.728 3.593 -0.530
C -2.917 6.832 5.061 -0.283
F -3.644 7.767 5.705 0.103
F -1.616 7.198 5.153 0.101
F -3.059 7.852 2.904 0.141
F -2.620 5.734 3.010 0.135
H -6.381 6.703 2.507 0.149
H -5.112 7.719 1.918 0.145
H -5.460 10.188 2.681 0.174
H -3.052 5.878 5.572 0.157
```

## Properties
Net charge: +1
E in eV: -189927.30276

This record from the OMol25 dataset describes a 7-piece molecular cluster, C16H44FN12O8S overall at a distorted geometry. The level of theory is wB97M-V/def2-TZVPD.

Structure (XYZ):
```
82
Properties=species:S:1:pos:R:3:lowdin_charge:R:1
C 5.237 4.553 -0.648 -0.010
C 6.609 3.843 -0.168 -0.387
O 7.669 4.414 -0.550 0.053
O 6.654 2.692 0.662 -0.093
C 7.261 1.551 -0.007 -0.159
C 6.175 0.401 -0.424 -0.146
C 4.697 0.979 -0.192 -0.193
C 3.512 -0.033 -0.598 -0.191
C 2.521 0.642 -1.662 -0.226
C 1.390 1.591 -1.025 -0.365
S 0.325 0.734 0.252 1.071
C -0.917 2.008 0.869 -0.295
C -1.707 2.549 -0.438 -0.183
F -2.115 1.444 -1.309 -0.134
H 4.750 3.994 -1.522 0.073
H 4.465 4.567 0.210 0.087
H 5.459 5.610 -1.014 0.093
H 8.024 1.111 0.741 0.136
H 7.880 1.891 -0.918 0.135
H 6.375 0.209 -1.546 0.106
H 6.366 -0.593 0.108 0.117
H 4.585 1.197 0.926 0.123
H 4.592 1.903 -0.856 0.084
H 2.988 -0.351 0.376 0.095
H 3.932 -0.998 -1.077 0.131
H 3.169 1.299 -2.367 0.106
H 1.975 -0.136 -2.302 0.123
H 0.671 1.855 -1.893 0.098
H 1.798 2.607 -0.657 0.125
H -0.345 -0.262 -0.461 0.053
H -1.630 1.583 1.649 0.110
H -0.332 2.908 1.275 0.125
H -0.956 3.179 -1.034 0.121
H -2.601 3.220 -0.175 0.135
C -5.837 4.134 -1.501 -0.698
O -5.814 4.120 -0.279 0.012
N -6.835 4.715 -2.208 0.159
N -4.862 3.565 -2.253 0.154
H -6.871 4.736 -3.211 0.100
H -7.577 5.148 -1.683 0.114
H -4.105 3.122 -1.762 0.058
H -4.857 3.562 -3.257 0.100
C 5.094 1.065 -5.009 -0.682
O 5.085 1.070 -3.784 0.005
N 4.114 1.637 -5.750 0.155
N 6.083 0.487 -5.728 0.163
H 4.103 1.644 -6.754 0.102
H 3.359 2.079 -5.251 0.101
H 6.831 0.050 -5.214 0.114
H 6.109 0.471 -6.732 0.103
C -5.827 -0.642 -0.402 -0.702
O -6.952 -0.746 0.056 0.039
N -5.367 -1.437 -1.401 0.150
N -4.936 0.279 0.048 0.151
H -4.445 -1.367 -1.791 0.087
H -5.999 -2.133 -1.761 0.112
H -5.243 0.889 0.790 0.106
H -4.005 0.385 -0.314 0.057
C 0.058 -2.810 1.973 -0.704
O 0.870 -2.605 1.078 -0.014
N 0.425 -3.021 3.258 0.168
N -1.280 -2.844 1.755 0.162
H -0.225 -3.191 4.005 0.101
H 1.411 -3.004 3.463 0.113
H -1.595 -2.692 0.810 0.102
H -1.963 -3.012 2.476 0.053
C -4.018 -2.670 4.951 -0.676
O -3.571 -3.262 3.975 -0.002
N -3.896 -1.331 5.112 0.161
N -4.671 -3.304 5.952 0.167
H -4.255 -0.828 5.904 0.105
H -3.416 -0.824 4.388 0.103
H -4.782 -4.301 5.868 0.113
H -5.044 -2.838 6.759 0.106
C -2.784 -7.310 1.987 -0.703
O -2.340 -7.900 1.015 0.024
N -2.660 -5.969 2.149 0.152
N -3.440 -7.945 2.991 0.147
H -3.019 -5.464 2.941 0.063
H -2.179 -5.463 1.424 0.088
H -3.552 -8.942 2.907 0.108
H -3.812 -7.479 3.797 0.090
```

## Properties
Net charge: +1
E in eV: -65116.04386

This record from the OMol25 dataset describes a 2-piece molecular cluster, C4H6NO3 overall at a distorted geometry. The level of theory is wB97M-V/def2-TZVPD.

Structure (XYZ):
```
14
Properties=species:S:1:pos:R:3:lowdin_charge:R:1
O -0.262 2.960 0.881 -0.166
C 0.641 2.187 0.386 -0.615
C -0.768 -0.640 0.146 -0.484
C 0.564 -1.073 0.688 -0.096
N -1.949 -1.350 0.107 0.194
C -0.953 -0.927 -1.309 -0.304
O 1.642 1.541 0.928 -0.190
O -0.118 -1.646 -1.965 0.036
H 0.623 2.160 -0.713 0.085
H -0.854 0.489 0.387 0.171
H 1.373 -0.707 0.035 0.076
H 0.973 -0.634 1.681 0.107
H 0.536 -2.169 0.658 0.070
H -1.448 -0.190 -1.908 0.116
```

## Properties
Net charge: -1
E in eV: -11873.47584
Energy relative to the best compared isomer or geometry (same formula, charge and spin) in kcal per mole: 161.3

Going through the records in order, we get highest occupied orbital energy values of -12.9 -11.1 -4.6 eV.